P | Molecular formula: C5H7N4
Method: DFT, ωB97M-V with the def2-TZVPD basis set

Summary:
Total charge = +1
Kohn-Sham gap = 0.2776 Eh
Highest occupied orbital energy = -12.160 eV

The geometry in XYZ format:
```
16
Properties=species:S:1:pos:R:3:nbo_charge:R:1
C -1.466 -1.424 -1.044 0.017
H -1.256 2.493 -0.370 0.414
H -2.510 0.432 -1.669 0.248
N -0.491 -1.687 -0.211 -0.299
C 0.937 -0.520 1.283 -0.373
C 2.121 -0.165 0.587 0.703
N 2.961 0.156 -0.131 -0.400
N -0.129 -0.497 0.321 -0.208
N -0.605 1.859 0.072 -0.818
H 3.668 0.422 -0.791 0.505
H 1.018 -1.569 1.620 0.337
H -1.955 -2.216 -1.577 0.234
H 0.779 0.117 2.163 0.292
C -1.751 -0.046 -1.088 -0.372
H -0.452 2.106 1.039 0.386
C -0.870 0.539 -0.206 0.334
```

Q | Molecular formula: C5H7N4
Method: DFT, ωB97M-V with the def2-TZVPD basis set

Summary:
Total charge = +1
Kohn-Sham gap = 0.3929 Eh
Highest occupied orbital energy = -14.033 eV

The geometry in XYZ format:
```
16
Properties=species:S:1:pos:R:3:nbo_charge:R:1
C -0.447 -0.194 -0.107 0.617
C 1.191 -1.323 -1.052 0.003
C 1.759 -0.196 -0.471 -0.055
H 1.208 1.332 1.670 0.229
N -1.881 0.099 0.439 -0.630
N 0.669 0.474 0.042 -0.302
C 0.978 1.689 0.724 -0.417
H -0.934 -2.009 -0.912 0.472
H 2.727 0.085 -0.115 0.269
H 1.638 -1.947 -1.726 0.251
N -0.189 -1.337 -0.827 -0.492
H -1.982 0.887 1.034 0.449
C -2.903 -0.769 0.201 0.351
N -3.853 -1.405 0.051 -0.230
H 1.819 2.227 0.309 0.252
H 0.199 2.387 0.740 0.235
```

Energies in hartree, measured from the most stable structure: P 0.0140; Q 0.0000.

P | Molecular formula: H3N2O2P
Method: DFT, ωB97M-V with the def2-TZVPD basis set

Summary:
Kohn-Sham gap (alpha / beta) = 0.3502 / 0.2922 Eh
Highest occupied orbital energy (alpha / beta) = -10.802 / -8.150 eV

The geometry in XYZ format:
```
8
Properties=species:S:1:pos:R:3:nbo_charge:R:1
H 0.347 -2.628 -0.887 -0.007
O 0.328 -0.118 2.573 -0.431
O -1.346 -1.468 2.956 -0.378
P -1.474 -0.284 0.718 0.870
H 0.408 1.009 0.911 0.440
N -0.406 0.886 0.312 -1.153
N -0.730 -0.663 2.273 0.243
H -0.422 1.375 -0.562 0.416
```

Q | Molecular formula: H3N2O2P
Method: DFT, ωB97M-V with the def2-TZVPD basis set

Summary:
Kohn-Sham gap (alpha / beta) = 0.2785 / 0.2397 Eh
Highest occupied orbital energy (alpha / beta) = -8.948 / -8.595 eV

The geometry in XYZ format:
```
8
Properties=species:S:1:pos:R:3:nbo_charge:R:1
O -1.127 -1.204 0.230 -1.073
N 1.152 -0.187 0.226 -0.339
P -1.733 0.146 -0.041 1.587
O -3.190 0.215 -0.122 -1.040
N 0.879 1.004 -0.058 -0.304
H 1.661 -0.863 -0.458 0.389
H 1.000 1.336 -1.010 0.368
H 1.359 -0.447 1.234 0.412
```

Energies in hartree, measured from the most stable structure: P 0.1268; Q 0.0000.

P | Molecular formula: CH7N2O2Si
Method: DFT, ωB97M-V with the def2-TZVPD basis set

Summary:
Total charge = +1
Kohn-Sham gap (alpha / beta) = 0.3197 / 0.3407 Eh
Highest occupied orbital energy (alpha / beta) = -14.461 / -14.270 eV

The geometry in XYZ format:
```
13
Properties=species:S:1:pos:R:3:nbo_charge:R:1
H 0.659 -2.393 1.293 0.368
H 1.474 -0.020 0.494 0.523
H 0.214 2.835 -1.967 -0.055
H -1.999 1.176 -1.986 -0.128
H 0.182 -1.313 3.237 0.486
Si -0.544 1.492 -2.031 1.000
O 0.939 -0.886 2.731 -0.443
O 1.115 0.474 -0.353 -0.514
N 0.862 -1.380 1.479 -0.293
C -0.939 -0.283 0.281 0.234
H -1.906 -0.595 0.289 0.218
H 0.129 0.619 -2.954 -0.137
N -0.187 0.273 -0.511 -0.259
```

Q | Molecular formula: CH7N2O2Si
Method: DFT, ωB97M-V with the def2-TZVPD basis set

Summary:
Total charge = +1
Kohn-Sham gap = 0.4242 Eh
Highest occupied orbital energy = -15.108 eV

The geometry in XYZ format:
```
13
Properties=species:S:1:pos:R:3:nbo_charge:R:1
N -0.438 -0.203 0.266 -0.356
H -2.029 1.869 -0.347 -0.141
C 0.659 0.378 0.198 0.314
H -0.896 -2.051 0.807 0.493
H 2.035 -1.118 0.148 0.427
O 3.048 0.434 0.018 -0.508
O -0.422 -1.722 0.028 -0.552
Si -2.231 0.349 -0.172 1.043
H 3.226 0.865 -0.916 0.502
N 1.790 -0.200 -0.028 -0.248
H 0.529 1.445 0.384 0.263
H -2.504 -0.145 -1.479 -0.105
H -2.768 0.099 1.093 -0.132
```

Energies in hartree, measured from the most stable structure: P 0.1420; Q 0.0000.

P | Molecular formula: C4H9NOS
Method: DFT, ωB97M-V with the def2-TZVPD basis set

Summary:
Total charge = +1
2S+1 = 2
⟨S²⟩ = 0.75
Kohn-Sham gap (alpha / beta) = 0.3619 / 0.1620 Eh
Highest occupied orbital energy (alpha / beta) = -13.648 / -13.367 eV

The geometry in XYZ format:
```
16
Properties=species:S:1:pos:R:3:nbo_charge:R:1
H -0.509 -3.224 1.976 0.165
H -0.522 1.361 0.618 0.217
H 1.066 -2.085 0.585 0.276
C 0.466 -1.267 0.978 -0.582
C -0.904 1.473 -1.396 0.417
H 1.553 1.551 -1.333 0.393
C -0.071 0.872 -0.255 -0.144
S -0.607 -1.901 2.260 0.597
H 1.799 1.725 0.171 0.390
O -1.569 0.861 -2.179 -0.461
H -0.424 -1.232 -1.045 0.272
N 1.317 1.110 -0.455 -0.794
H 1.178 -0.596 1.466 0.273
H -1.441 -0.579 0.223 0.233
H -0.929 2.578 -1.477 0.148
C -0.403 -0.647 -0.137 -0.401
```

Q | Molecular formula: C4H9NOS
Method: DFT, ωB97M-V with the def2-TZVPD basis set

Summary:
Total charge = +1
2S+1 = 2
⟨S²⟩ = 0.76
Kohn-Sham gap (alpha / beta) = 0.3985 / 0.1653 Eh
Highest occupied orbital energy (alpha / beta) = -14.703 / -13.471 eV

The geometry in XYZ format:
```
16
Properties=species:S:1:pos:R:3:nbo_charge:R:1
H -2.420 -0.842 0.617 0.263
H 0.345 -1.238 2.259 0.142
H 1.519 1.052 0.802 0.156
H 0.230 1.354 -2.220 0.399
H -0.674 1.447 0.085 0.233
S -0.630 -1.856 1.583 0.420
H -1.717 0.248 1.787 0.274
H -1.578 0.382 -1.010 0.253
N 0.850 0.615 -1.915 -0.661
O 2.284 -0.781 0.743 -0.398
C -0.875 0.423 -0.210 -0.406
H 0.344 -1.177 -1.053 0.256
H 1.827 0.864 -2.011 0.404
C 0.464 -0.118 -0.751 -0.167
C -1.482 -0.409 0.948 -0.583
C 1.514 0.036 0.344 0.413
```

Energies in hartree, measured from the most stable structure: P 0.0033; Q 0.0000.

P | Molecular formula: CHIS2
Method: DFT, ωB97M-V with the def2-TZVPD basis set

Summary:
Kohn-Sham gap = 0.3421 Eh
Highest occupied orbital energy = -9.442 eV

The geometry in XYZ format:
```
5
Properties=species:S:1:pos:R:3:nbo_charge:R:1
H -2.093 -0.392 0.033 0.098
C 1.345 -0.259 0.079 -0.375
S 1.259 -1.614 -0.670 0.177
I -1.998 1.162 -0.241 -0.096
S 1.487 1.104 0.799 0.197
```

Q | Molecular formula: CHIS2
Method: DFT, ωB97M-V with the def2-TZVPD basis set

Summary:
Kohn-Sham gap (alpha / beta) = 0.2397 / 0.2853 Eh
Highest occupied orbital energy (alpha / beta) = -8.389 / -9.268 eV

The geometry in XYZ format:
```
5
Properties=species:S:1:pos:R:3:nbo_charge:R:1
I 0.682 -1.796 -2.713 0.316
C 1.208 -0.678 -1.096 -0.486
S -1.599 1.212 1.317 -0.342
H -0.838 1.100 2.420 0.113
S 0.547 0.163 0.071 0.399
```

Energies in hartree, measured from the most stable structure: P 0.0000; Q 0.1178.

P | Molecular formula: C9H11O3
Method: DFT, ωB97M-V with the def2-TZVPD basis set

Summary:
Total charge = -1
Kohn-Sham gap = 0.2361 Eh
Highest occupied orbital energy = -2.924 eV

The geometry in XYZ format:
```
23
Properties=species:S:1:pos:R:3:nbo_charge:R:1
C -1.619 0.005 -4.162 -0.631
O 2.486 0.727 1.823 -0.682
H -2.476 -0.468 -4.635 0.208
O -0.550 -1.526 1.192 -0.798
H 1.600 0.378 1.460 0.508
C 0.101 -0.415 -0.816 -0.398
C -0.773 -1.231 -0.023 0.391
H -0.667 -0.241 -4.680 0.196
H -2.487 -2.590 -0.339 0.193
H -1.387 1.056 -4.450 0.206
O 2.742 2.144 3.556 -0.609
H -2.679 -2.117 -2.689 0.175
H 0.166 2.056 1.850 0.243
C 0.544 1.676 2.804 -0.765
H 0.299 2.397 3.599 0.229
C -1.358 -0.391 -2.735 -0.166
H 1.025 -0.338 -0.247 0.177
C -2.025 -1.467 -2.078 -0.199
H 0.514 0.648 -2.667 0.182
C -0.174 -0.021 -2.155 -0.194
C 2.016 1.586 2.771 0.788
C -1.893 -1.794 -0.777 -0.323
H 0.185 0.645 2.971 0.271
```

Q | Molecular formula: C9H11O3
Method: DFT, ωB97M-V with the def2-TZVPD basis set

Summary:
Total charge = -1
Kohn-Sham gap = 0.2663 Eh
Highest occupied orbital energy = -3.791 eV

The geometry in XYZ format:
```
23
Properties=species:S:1:pos:R:3:nbo_charge:R:1
H 3.081 -2.025 1.719 0.181
C 2.376 -1.560 1.035 -0.231
H 4.560 -1.174 -1.271 0.197
C 4.004 -1.994 -0.846 -0.629
H -1.939 3.727 0.168 0.213
O -3.646 2.425 -1.207 -0.671
H 1.931 -0.733 -2.183 0.184
H -0.182 0.117 -1.255 0.208
H 3.909 -2.770 -1.603 0.196
H -2.010 0.233 0.344 0.509
H 0.998 -1.108 2.646 0.198
H 4.579 -2.406 -0.012 0.198
C 2.699 -1.443 -0.302 -0.050
C 0.546 -0.369 -0.611 -0.328
H -2.272 2.625 1.491 0.224
O -2.795 0.562 -0.342 -0.720
C -1.960 2.677 0.436 -0.749
O -0.995 -0.235 1.174 -0.797
H -0.976 2.206 0.516 0.242
C 0.179 -0.555 0.734 0.373
C 1.192 -1.070 1.575 -0.323
C 1.733 -0.844 -1.123 -0.214
C -2.887 1.858 -0.440 0.791
```

Energies in hartree, measured from the most stable structure: P 0.0706; Q 0.0000.

P | Molecular formula: C9H11O3
Method: DFT, ωB97M-V with the def2-TZVPD basis set

Summary:
Total charge = -1
Kohn-Sham gap = 0.2382 Eh
Highest occupied orbital energy = -2.918 eV

The geometry in XYZ format:
```
23
Properties=species:S:1:pos:R:3:nbo_charge:R:1
H -0.647 -3.162 2.766 0.221
C -0.862 0.114 -2.133 -0.335
H -0.774 2.293 -2.189 0.181
C 1.231 2.900 -0.555 -0.622
H -0.916 -0.286 0.664 0.515
C -1.133 -1.085 2.473 0.793
H 2.079 0.681 0.387 0.187
C -0.239 -1.065 -1.550 0.366
H 0.401 -2.167 1.652 0.253
H 1.746 2.904 0.420 0.196
C -0.370 1.350 -1.802 -0.205
H 1.178 -1.769 -0.099 0.194
H 2.042 3.025 -1.299 0.197
H -1.196 -2.856 1.214 0.254
C -0.600 -2.392 1.997 -0.745
O -1.373 -0.665 3.582 -0.601
O -1.451 -0.166 1.490 -0.724
H 0.388 3.571 -0.576 0.205
C 0.667 1.504 -0.881 -0.147
H -1.842 -0.049 -2.588 0.204
C 1.291 0.404 -0.300 -0.202
O -0.424 -2.192 -2.097 -0.770
C 0.802 -0.892 -0.575 -0.415
```

Q | Molecular formula: C9H11O3
Method: DFT, ωB97M-V with the def2-TZVPD basis set

Summary:
Total charge = -1
Kohn-Sham gap = 0.2751 Eh
Highest occupied orbital energy = -3.959 eV

The geometry in XYZ format:
```
23
Properties=species:S:1:pos:R:3:nbo_charge:R:1
H -2.317 -2.391 1.602 0.209
O -0.882 -3.007 -0.273 -0.696
H -0.513 4.280 -2.159 0.199
C -0.294 -2.635 0.722 0.794
O 1.200 -0.236 1.608 -0.727
H 1.283 -1.394 1.345 0.508
C -0.121 2.251 -1.469 -0.128
C 0.635 0.408 0.676 0.402
C -0.588 3.265 -2.499 -0.614
C -0.093 1.652 0.928 -0.339
H -0.962 3.453 -0.001 0.188
H 0.851 0.757 -2.816 0.197
H 0.110 3.237 -3.378 0.198
O 0.952 -2.604 0.925 -0.784
C -0.537 2.467 -0.133 -0.201
H 1.110 -0.874 -0.982 0.221
C 0.814 0.105 -0.798 -0.306
C -1.222 -2.146 1.841 -0.735
C 0.488 1.027 -1.797 -0.200
H -1.633 3.101 -2.977 0.195
H -0.786 -2.428 2.663 0.197
H -0.493 1.714 1.916 0.199
H -1.295 -1.049 1.881 0.221
```

Energies in hartree, measured from the most stable structure: P 0.0000; Q 0.0050.

P | Molecular formula: C3H15N2O2S
Method: DFT, ωB97M-V with the def2-TZVPD basis set

Summary:
Total charge = +1
Kohn-Sham gap = 0.3529 Eh
Highest occupied orbital energy = -12.425 eV

The geometry in XYZ format:
```
23
Properties=species:S:1:pos:R:3:nbo_charge:R:1
H -1.596 -0.362 -0.602 0.466
C 1.159 0.710 -0.703 -0.597
N 0.898 -1.037 1.960 -0.886
O -2.715 -0.859 -2.025 -0.949
H 0.958 -1.799 2.632 0.386
H 0.398 1.473 -0.570 0.238
H 2.395 -1.314 0.533 0.219
H 0.589 -1.248 -1.398 0.258
H -0.778 0.465 0.643 0.464
H -1.825 3.519 1.097 0.487
O -1.116 2.870 1.217 -0.964
H 2.995 0.933 -2.356 0.152
H 1.531 -0.345 2.339 0.380
S 1.658 0.786 -2.444 -0.006
H 1.199 -2.614 0.510 0.223
H -3.329 -0.325 -2.550 0.497
H -0.801 3.174 2.088 0.483
N -0.879 -0.444 0.132 -0.717
H -3.399 -1.326 -1.520 0.481
H -1.002 -1.215 0.783 0.445
H 1.792 1.202 0.046 0.260
C 1.317 -1.536 0.630 -0.256
C 0.551 -0.705 -0.442 -0.065
```

Q | Molecular formula: C3H15N2O2S
Method: DFT, ωB97M-V with the def2-TZVPD basis set

Summary:
Total charge = +1
Kohn-Sham gap = 0.3613 Eh
Highest occupied orbital energy = -12.704 eV

The geometry in XYZ format:
```
23
Properties=species:S:1:pos:R:3:nbo_charge:R:1
H -1.212 3.617 0.010 0.501
H 0.426 -1.258 -0.251 0.216
H -1.344 1.072 -0.304 0.460
H 2.515 -1.283 -0.528 0.116
H -2.568 -0.648 2.209 0.395
H -2.143 -1.537 0.854 0.389
H 1.644 0.671 1.386 0.240
C 0.111 -0.316 0.178 -0.038
H -1.594 -0.410 -1.049 0.462
H -0.370 0.661 -1.546 0.435
H -0.570 0.715 1.881 0.202
O -2.001 -2.631 -0.916 -0.975
H 1.065 1.664 0.121 0.261
N -0.920 0.292 -0.778 -0.682
C -0.596 -0.322 1.540 -0.239
H -0.087 -0.978 2.264 0.211
O -0.447 3.032 -0.140 -0.988
S 2.667 0.023 -0.721 0.018
H -1.166 -2.936 -1.299 0.484
H -2.447 -3.460 -0.650 0.505
C 1.355 0.629 0.333 -0.576
N -1.978 -0.693 1.383 -0.896
H 0.214 3.629 -0.525 0.499
```

Energies in hartree, measured from the most stable structure: P 0.0125; Q 0.0000.